# 1
# C4H10O2

An isolated molecule of C4H10O2 at a distorted geometry (ωB97M-V/def2-TZVPD, the OMol25 dataset).

As for the LUMO energy: 0.8 eV. The spin multiplicity is 1. The energy above the lowest of the compared OMol25 structures with the same formula, charge and spin comes out at 27.3 kcal per mole. For the HOMO energy, the calculation gives -10.13 eV. Its SMILES is CC[C@@H](O)CO. As for the net charge: 0. Its total energy is -8404.3619 eV.

Atoms and positions in Å:
1 C 0.21 -0.49 0.76
2 C 0.09 -1.43 -0.41
3 C -0.23 1.07 0.27
4 C 0.67 1.63 -0.81
5 O -0.75 -0.83 1.76
6 O -1.10 -1.05 -1.17
7 H -0.44 -1.64 2.20
8 H -1.87 -1.11 -0.57
9 H 1.22 -0.48 1.18
10 H -0.04 -2.47 -0.10
11 H 0.94 -1.35 -1.10
12 H -1.28 1.21 0.03
13 H -0.10 1.60 1.22
14 H 0.53 2.71 -0.89
15 H 1.73 1.43 -0.60
16 H 0.43 1.19 -1.78

# 2
# C4H10O2

An isolated molecule of C4H10O2 (ωB97M-V/def2-TZVPD, the OMol25 dataset).

As for the LUMO energy: 0.7 eV. The spin multiplicity is 1. The energy above the lowest of the compared OMol25 structures with the same formula, charge and spin comes out at 10.3 kcal per mole. For the HOMO energy, the calculation gives -10.07 eV. Its SMILES is CC(C)(O)CO. As for the net charge: 0. Its total energy is -8405.1021 eV.

Atoms and positions in Å:
1 C 1.26 -0.84 -0.73
2 C 0.10 -0.30 0.09
3 C -1.24 -0.80 -0.45
4 O 0.28 -0.75 1.43
5 C 0.15 1.24 0.12
6 O -0.79 1.67 1.10
7 H 2.22 -0.54 -0.29
8 H 1.22 -1.94 -0.73
9 H 1.21 -0.49 -1.76
10 H -1.35 -0.55 -1.51
11 H -1.29 -1.88 -0.34
12 H -2.07 -0.35 0.10
13 H -0.28 -0.17 1.96
14 H 1.16 1.55 0.39
15 H -0.10 1.65 -0.87
16 H -0.47 2.49 1.49

# 3
# C4H10O2

An isolated molecule of C4H10O2 (ωB97M-V/def2-TZVPD, the OMol25 dataset).

As for the LUMO energy: 0.8 eV. The spin multiplicity is 1. The energy above the lowest of the compared OMol25 structures with the same formula, charge and spin comes out at 111.9 kcal per mole. For the HOMO energy, the calculation gives -7.44 eV. As for the net charge: 0. Its total energy is -8400.6967 eV.

Atoms and positions in Å:
1 C -2.20 -0.83 -0.61
2 O -1.23 -0.37 0.29
3 C 0.06 -1.01 0.11
4 C 1.09 -0.49 1.05
5 C 1.80 1.61 -0.11
6 O 0.85 1.12 0.85
7 H -1.92 -0.62 -1.66
8 H -2.34 -1.92 -0.52
9 H -3.14 -0.34 -0.39
10 H 0.33 -0.87 -0.95
11 H -0.03 -2.09 0.29
12 H 0.68 -0.55 2.07
13 H 1.58 2.66 -0.31
14 H 1.77 1.02 -1.02
15 H 2.77 1.49 0.37
16 H -0.08 1.19 0.52

# 4
# C4H10O2

An isolated molecule of C4H10O2 (ωB97M-V/def2-TZVPD, the OMol25 dataset).

As for the LUMO energy: 0.8 eV. The spin multiplicity is 1. The energy above the lowest of the compared OMol25 structures with the same formula, charge and spin comes out at 22.6 kcal per mole. For the HOMO energy, the calculation gives -9.88 eV. Its SMILES is CC[C@@H](O)CO. As for the net charge: 0. Its total energy is -8404.5682 eV.

Atoms and positions in Å:
1 C -2.13 -0.74 -0.17
2 C -1.14 0.38 0.20
3 C 0.28 -0.05 -0.16
4 O 0.43 -0.27 -1.55
5 C 1.54 0.73 0.24
6 O 2.60 -0.16 -0.23
7 H -3.17 -0.47 0.03
8 H -2.03 -0.99 -1.23
9 H -1.91 -1.65 0.40
10 H -1.45 1.31 -0.29
11 H -1.20 0.56 1.29
12 H 0.44 -1.00 0.38
13 H 1.37 -0.53 -1.56
14 H 1.59 0.85 1.33
15 H 1.64 1.71 -0.24
16 H 3.20 0.26 -0.86

# 5
# C4H10O2

A cluster of 2 separate species, C4H10O2 in total (ωB97M-V/def2-TZVPD, the OMol25 dataset).

As for the LUMO energy: 0.2 eV. The spin multiplicity is 1. The energy above the lowest of the compared OMol25 structures with the same formula, charge and spin comes out at 111.0 kcal per mole. For the HOMO energy, the calculation gives -8.66 eV. As for the net charge: 0. Its total energy is -8400.7319 eV.

Atoms and positions in Å:
1 C 1.09 1.86 -0.52
2 O 0.88 0.02 0.51
3 C 0.13 -0.70 -0.40
4 C -0.36 -2.02 0.16
5 C -1.07 0.25 -0.79
6 O -0.79 1.47 -0.10
7 H 1.53 1.23 -1.28
8 H 0.64 2.77 -0.91
9 H 1.73 2.02 0.35
10 H 0.71 -0.91 -1.32
11 H 0.49 -2.66 0.44
12 H -0.98 -2.56 -0.57
13 H -0.96 -1.85 1.07
14 H -1.17 0.47 -1.85
15 H -2.03 -0.13 -0.41
16 H -0.30 1.05 0.70

# 6
# C4H10O2

An isolated molecule of C4H10O2 (ωB97M-V/def2-TZVPD, the OMol25 dataset).

As for the LUMO energy: 0.8 eV. The spin multiplicity is 1. The energy above the lowest of the compared OMol25 structures with the same formula, charge and spin comes out at 11.4 kcal per mole. For the HOMO energy, the calculation gives -10.07 eV. Its SMILES is CC(C)(O)CO. As for the net charge: 0. Its total energy is -8405.0514 eV.

Atoms and positions in Å:
1 C 1.33 -0.74 0.67
2 C 0.03 -0.02 0.31
3 C -1.16 -0.98 0.42
4 O -0.14 1.07 1.20
5 C 0.17 0.59 -1.10
6 O -0.85 1.56 -1.29
7 H 2.15 -0.02 0.74
8 H 1.24 -1.26 1.62
9 H 1.57 -1.48 -0.10
10 H -1.01 -1.88 -0.18
11 H -1.28 -1.27 1.46
12 H -2.09 -0.49 0.09
13 H -0.75 1.65 0.72
14 H 1.16 1.05 -1.17
15 H 0.08 -0.19 -1.87
16 H -0.43 2.40 -1.52

# 7
# C4H10O2

An isolated molecule of C4H10O2 (ωB97M-V/def2-TZVPD, the OMol25 dataset).

As for the LUMO energy: 1.0 eV. The spin multiplicity is 1. The energy above the lowest of the compared OMol25 structures with the same formula, charge and spin comes out at 26.9 kcal per mole. For the HOMO energy, the calculation gives -9.97 eV. Its SMILES is COCCCO. As for the net charge: 0. Its total energy is -8404.3791 eV.

Atoms and positions in Å:
1 C -1.81 -0.26 -1.36
2 O -0.66 -0.59 -0.61
3 C 0.41 0.31 -0.81
4 C 1.41 0.15 0.32
5 C 0.74 0.24 1.70
6 O 0.24 -1.03 2.06
7 H -1.60 -0.27 -2.44
8 H -2.57 -1.01 -1.13
9 H -2.19 0.73 -1.08
10 H 0.01 1.34 -0.82
11 H 0.88 0.13 -1.79
12 H 1.85 -0.85 0.26
13 H 2.22 0.88 0.20
14 H 1.45 0.53 2.48
15 H -0.08 1.00 1.73
16 H -0.29 -1.29 1.29

# 8
# C4H10O2

A cluster of 2 separate species, C4H10O2 in total at a distorted geometry (ωB97M-V/def2-TZVPD, the OMol25 dataset).

As for the LUMO energy: 1.0 eV. The spin multiplicity is 1. The energy above the lowest of the compared OMol25 structures with the same formula, charge and spin comes out at 48.2 kcal per mole. For the HOMO energy, the calculation gives -9.80 eV. Its SMILES is C=CCO.CO. As for the net charge: 0. Its total energy is -8403.4569 eV.

Atoms and positions in Å:
1 C -1.32 -1.52 -0.95
2 O -1.09 -0.19 -0.55
3 C 1.30 -0.06 0.43
4 C 1.67 0.61 -0.66
5 C 0.72 0.57 1.66
6 O -0.42 -0.09 2.13
7 H -0.78 -1.87 -1.82
8 H -1.11 -2.27 -0.18
9 H -2.37 -1.63 -1.19
10 H 1.43 -1.14 0.50
11 H -0.25 0.19 -0.94
12 H 2.20 0.13 -1.48
13 H 1.64 1.70 -0.69
14 H 1.47 0.50 2.45
15 H 0.55 1.65 1.48
16 H -1.01 -0.14 1.36